Entry 1:
C31H29N7OSSeTe4V as an isolated structure, computed with ωB97M-V with the def2-TZVPD basis set.

```
75
Properties=species:S:1:pos:R:3
V 0.1059 1.3469 0.1903
N 0.0631 5.3643 2.7917
C -0.4198 4.1408 2.4835
S 1.1129 2.7965 1.0936
N -1.5296 4.0757 1.7894
N -1.8874 2.9792 1.0723
C -3.0963 2.5738 1.1808
C -3.6296 1.5393 0.3074
C -5.0040 1.2909 0.2678
C -5.5458 0.2767 -0.5028
C -4.7046 -0.5377 -1.2517
C -3.3392 -0.3099 -1.2440
C -2.7794 0.7291 -0.4894
O -1.4860 0.9258 -0.5137
H 0.9052 5.4346 3.3269
H -0.2681 6.1964 2.3162
H -3.7258 3.0112 1.9585
H -5.6502 1.9493 0.8392
H -6.6185 0.1277 -0.5353
H -5.1122 -1.3376 -1.8593
H -2.6787 -0.9118 -1.8537
Te 0.3449 5.2888 -2.8765
Te 0.4318 7.1954 -4.7427
Te -0.8949 5.3530 -0.4836
Te 0.3241 3.2339 -1.0634
C -0.7336 -2.8920 -2.3652
C 0.2424 -3.7476 -1.6019
C 0.0296 -5.1241 -1.5178
C 0.9311 -5.9562 -0.8789
C 2.0824 -5.4232 -0.3134
C 2.3106 -4.0609 -0.3793
C 1.3879 -3.2188 -0.9991
N 1.6861 -1.8344 -1.0900
C 1.0735 -0.8407 -0.3542
N -0.1156 -1.1412 0.2461
C -0.6318 -0.6350 1.5026
C -0.4667 0.6848 1.9231
C -0.9426 1.0527 3.1726
C -1.6454 0.1555 3.9568
C -1.8855 -1.1288 3.4838
C -1.3660 -1.5482 2.2726
C -1.5832 -2.9652 1.8082
N 1.5960 0.3585 -0.4140
C 2.5487 0.7113 -1.4176
C 2.1404 0.7041 -2.7519
C 2.8414 1.4197 -3.7056
C 4.0019 2.0901 -3.3401
C 4.4779 1.9726 -2.0464
C 3.7653 1.2887 -1.0619
C 4.2614 1.2328 0.3529
H -0.8089 -3.2334 -3.4001
H -0.4246 -1.8500 -2.3966
H -1.7308 -2.9542 -1.9265
H -0.8574 -5.5376 -1.9849
H 0.7425 -7.0217 -0.8300
H 2.7999 -6.0641 0.1825
H 3.2052 -3.6315 0.0547
H 2.6673 -1.6343 -1.2216
H -0.3590 -2.1101 0.1068
H -0.7694 2.0570 3.5356
H -2.0169 0.4681 4.9261
H -2.4660 -1.8291 4.0754
H -2.2285 -3.4858 2.5153
H -0.6335 -3.5122 1.7622
H -2.0667 -3.0193 0.8256
H 1.2233 0.1974 -3.0297
H 2.4479 1.5102 -4.7096
H 4.5038 2.7227 -4.0609
H 5.4038 2.4578 -1.7601
H 5.3156 1.5126 0.3996
H 4.1443 0.2397 0.7882
H 3.7164 1.9290 0.9920
Se 2.3510 -1.8600 2.2842
C 2.4320 -0.1647 2.8983
N 2.4844 0.9267 3.2908
```

Output
HOMO energy (spin up / spin down): -0.77 / -0.85 eV
total charge: -2
multiplicity: 2
<S²>: 0.826

Atomic partial charges in e from the Löwdin method, atoms 1 to 2:
1 V 0.042
2 N 0.008

Entry 2:
C31H30BCl3OTi as an isolated structure, computed with ωB97M-V with the def2-TZVPD basis set.

```
67
Properties=species:S:1:pos:R:3
Cl -1.0560 -3.1138 -5.2560
B -0.5289 -1.9531 -3.9238
Cl 1.1570 -2.2303 -3.2519
Cl -0.6193 -0.1576 -4.5877
O -1.5026 -2.0040 -2.7637
C -2.3840 -1.0502 -2.8770
C -3.6884 -1.2665 -3.4736
C -4.5699 -0.1730 -3.6698
C -5.7620 -0.3383 -4.3788
C -6.1134 -1.6001 -4.8927
C -5.2900 -2.7055 -4.6247
C -4.0916 -2.5487 -3.9260
H -2.1357 -0.0347 -2.5783
H -4.2819 0.8009 -3.2621
H -6.4356 0.5090 -4.5449
H -7.0209 -1.7288 -5.4919
H -5.5870 -3.7023 -4.9642
H -3.4220 -3.3869 -3.7423
C -3.7082 1.3999 4.1270
C -3.6944 0.0948 3.5996
C -2.7126 -0.2770 2.6887
C -1.7371 0.6359 2.2379
C -0.6917 0.1273 1.3331
Ti 1.4496 1.1108 1.3465
C 2.0667 -0.9324 0.7025
C 3.5037 -1.2315 0.4389
C 3.8095 -2.5954 0.2926
C 5.0687 -3.0066 -0.1185
C 6.0632 -2.0565 -0.4037
C 5.7925 -0.6913 -0.2133
C 4.5330 -0.2821 0.2344
C 1.6684 2.4548 3.2320
C 1.0503 1.2610 3.7227
C 1.9802 0.1907 3.6010
C 3.1760 0.7135 3.0216
C 2.9942 2.1077 2.7807
C 0.2177 2.5693 -0.0815
C 0.6671 1.5573 -0.9937
C 2.0895 1.5470 -0.9749
C 2.5328 2.5804 -0.0976
C 1.3729 3.2212 0.4594
C -1.8388 1.9839 2.6806
C -2.7715 2.3426 3.6652
H -4.4536 1.6712 4.8785
H -4.4527 -0.6359 3.8916
H -2.6703 -1.2897 2.2790
H -0.2412 -0.8089 1.7121
H -1.0814 -0.0512 0.3193
H 1.6705 -1.6045 1.5009
H 1.4786 -1.1217 -0.2249
H 3.0120 -3.3209 0.4675
H 5.2653 -4.0738 -0.2288
H 7.0367 -2.3828 -0.7730
H 6.5619 0.0561 -0.4211
H 4.3421 0.7842 0.3975
H 1.2689 3.4582 3.3165
H 0.0861 1.2015 4.2245
H 1.8412 -0.8240 3.9747
H 4.0994 0.1608 2.8823
H 3.7606 2.7986 2.4535
H -0.8178 2.8322 0.1116
H 0.0515 0.9565 -1.6473
H 2.7219 0.9199 -1.5949
H 3.5571 2.9102 0.0113
H 1.3782 4.1141 1.0741
H -1.1785 2.7444 2.2538
H -2.7861 3.3635 4.0692
```

Output
HOMO energy: -8.17 eV
total charge: 0
multiplicity: 1

Atomic partial charges in e from the natural (NBO) method, atoms 1 to 2:
1 Cl -0.219
2 B 0.388

Entry 3:
C31H30Cl2N5O3Pd as an isolated structure, computed with ωB97M-V with the def2-TZVPD basis set.

```
72
Properties=species:S:1:pos:R:3
Pd -0.6746 -0.7184 1.3917
C -4.3012 -2.6958 0.0793
C -2.9539 -2.3249 0.1849
N -2.5504 -1.4348 1.0684
C -3.4583 -0.8609 1.8980
C -4.8141 -1.1793 1.8712
C -5.2273 -2.1290 0.9171
C -5.6890 -0.5385 2.8129
C -5.2101 0.3425 3.7195
C -3.8138 0.6764 3.7643
C -3.2326 1.5556 4.7011
C -1.8851 1.7934 4.6570
C -1.0966 1.1790 3.6721
N -1.6261 0.3516 2.7946
C -2.9590 0.0880 2.8388
H -4.5891 -3.4281 -0.6606
H -2.1852 -2.7497 -0.4476
H -6.2719 -2.4068 0.8547
H -6.7428 -0.7833 2.7879
H -5.8752 0.8113 4.4330
H -3.8543 2.0283 5.4510
H -1.4079 2.4554 5.3647
H -0.0298 1.3460 3.5904
C 2.9894 -2.6321 -2.0448
N 1.7846 -1.9712 -1.5586
C 0.9057 -1.4597 -2.6016
C 1.3445 -2.0837 -0.2933
O 0.0954 -1.9399 -0.0697
N 2.2076 -2.4060 0.6883
C 1.6915 -2.9374 1.9415
C 3.5506 -1.8325 0.7797
H 2.7368 -3.1876 -2.9485
H 3.3649 -3.3295 -1.3028
H 3.7705 -1.9108 -2.2911
H 1.4848 -0.8295 -3.2763
H 0.1026 -0.8743 -2.1679
H 0.4710 -2.2839 -3.1721
H 0.7613 -3.4707 1.7642
H 1.5348 -2.1422 2.6723
H 2.4257 -3.6389 2.3379
H 3.7591 -1.1990 -0.0764
H 4.3056 -2.6173 0.8423
H 3.5991 -1.2030 1.6691
Cl -2.0594 3.9753 0.7245
C -0.5772 4.2548 1.6088
C -0.6590 4.4015 2.9810
C 0.5024 4.5524 3.7187
C 1.7225 4.5866 3.0629
C 1.7839 4.5109 1.6826
Cl 3.3264 4.7210 0.9349
C 0.6307 4.3316 0.9010
N 0.6449 4.3188 -0.4850
C 1.6015 3.5905 -1.2637
C 2.3117 4.2834 -2.2381
C 3.2612 3.6400 -3.0091
C 3.5219 2.2926 -2.7923
C 2.7984 1.6028 -1.8371
C 1.8132 2.2276 -1.0762
C 0.9891 1.4035 -0.1283
C 1.7099 0.9563 1.1395
O 2.8041 1.3668 1.4463
O 1.0625 0.0835 1.8917
H -1.6321 4.3978 3.4516
H 0.4606 4.6675 4.7935
H 2.6442 4.7176 3.6119
H -0.2712 4.3843 -0.9009
H 2.1252 5.3429 -2.3538
H 3.8140 4.1901 -3.7586
H 4.2845 1.7860 -3.3695
H 2.9914 0.5482 -1.6700
H 0.6377 0.5102 -0.6498
H 0.0840 1.9347 0.1782
```

Output
HOMO energy: -10.19 eV
total charge: +1
multiplicity: 1
ΔE to the lowest compared entry with this formula, charge and spin: 2.2 kcal per mole

Atomic partial charges in e from the Löwdin method, atoms 1 to 2:
1 Pd 1.086
2 C -0.011

What F_max values result from the calculations? In sequence: 6.1; 2.2; 0.1 eV/Å.